The following is a quantum chemistry calculation of a molecular structure, C8H18AgBr2F2N2O2 at a distorted geometry, from the Open Molecules 2025 dataset.

Values from the calculation:
Charge: -1
Energy above the lowest of the compared OMol25 structures with the same formula, charge and spin, kcal/mol: 0.0
HOMO-LUMO gap, eV: 7.1
Highest occupied orbital energy, eV: -4.952

```
35
Properties=species:S:1:pos:R:3:lowdin_charge:R:1
F 2.1561 -21.4159 -1.6563 -0.77
N 3.9646 -27.2892 -1.2734 -0.17
H 1.0187 -24.3179 0.8856 0.09
H 5.0620 -26.3008 -2.7107 0.14
H 2.4787 -27.9765 0.0851 0.09
C 3.2128 -27.1795 -0.0330 -0.04
H 7.8331 -21.2100 -2.6397 0.06
H -1.7063 -23.8352 -1.5552 0.10
H -1.6035 -25.5934 -1.4507 0.08
H -0.8989 -24.3351 2.3718 0.13
H 3.8682 -27.3009 0.8295 0.09
C 7.1302 -20.5459 -2.1368 -0.67
C -1.6181 -24.3592 1.5385 -0.34
C 5.7662 -20.5719 -2.7738 -0.67
H 5.0392 -19.9724 -2.2260 0.06
H 3.5603 -29.3581 -1.7812 0.08
H 5.0881 -29.1485 -1.1172 0.08
H 2.6133 -26.2693 -0.0440 0.06
H 0.5776 -23.4397 -0.5121 0.07
C 4.3658 -28.6247 -1.7432 -0.07
C 4.3603 -26.1362 -1.8784 -0.27
Br 5.1053 -22.4165 -2.8515 0.70
F 2.3082 -23.0538 -5.1923 -0.80
C -1.8551 -24.6899 -0.8953 -0.06
C 0.3623 -24.3681 0.0168 -0.06
Br 7.6863 -18.6356 -1.9032 0.53
N -1.0823 -24.4010 0.2934 -0.18
H 4.7514 -28.7496 -2.7551 0.08
O 3.9243 -25.0031 -1.5416 -0.13
H 0.6791 -25.2836 -0.4830 0.07
H 5.7930 -20.3515 -3.8409 0.05
H -2.9160 -24.8367 -0.6926 0.08
H 7.1139 -20.8421 -1.0880 0.04
O -2.8110 -24.2282 1.7902 -0.02
Ag 2.3365 -23.4022 -2.8954 0.60
```